This record from the OMol25 dataset describes a 10-piece molecular cluster, C39H105N13O14 overall at a distorted geometry. The level of theory is ωB97M-V with the def2-TZVPD basis set.

## Properties
Energy above the lowest of the compared OMol25 structures with the same formula, charge and spin ... 86.5 kcal/mol
Charge ... 0
Structure (SMILES) ... COC[C@H](C)N.COC[C@H](C)N.COC[C@H](C)N.COCCNCCOC.COCCNCCOC.COCCNCCOC.COCCNCCOC.NC(N)=O.NC(N)=O.NC(N)=O
E ... -90171.3140 eV
Largest force on an atom ... 5.06 eV/A
E_HOMO ... -0.3159 hartree

```
171
Properties=species:S:1:pos:R:3:forces:R:3:mulliken_charge:R:1
C 9.0767 -5.6057 -2.4249 0.1 0.7 0.7 -0.779
O 8.7876 -4.3692 -3.1011 0.7 -0.9 1.4 -0.306
C 8.1281 -4.5126 -4.3137 -1.0 -0.4 0.1 -0.581
C 7.5979 -3.1807 -4.7699 1.4 0.6 -2.1 0.358
C 6.6447 -3.3123 -5.9499 0.1 0.2 0.8 -1.424
N 8.7324 -2.2898 -5.2520 -1.1 -0.1 1.4 -0.770
H 8.2089 -6.2424 -2.2524 -0.3 -0.1 -0.7 0.315
H 9.3732 -5.3849 -1.3995 0.2 0.6 -0.1 0.284
H 9.9168 -6.1699 -2.8300 -0.1 0.0 -0.6 0.302
H 8.7730 -4.9886 -5.0523 0.2 0.2 -0.4 0.291
H 7.2718 -5.1798 -4.2153 -0.3 -0.3 0.3 0.341
H 7.0249 -2.6359 -4.0197 0.5 -0.2 0.5 0.351
H 7.1705 -3.6957 -6.8242 -0.3 0.0 -0.1 0.309
H 6.3137 -2.2829 -6.0879 -0.2 -0.2 -0.6 0.353
H 5.8050 -3.9320 -5.6355 -0.1 -0.1 -0.4 0.396
H 9.4059 -2.8069 -5.7988 -0.1 -0.4 -0.3 0.263
H 9.2267 -2.0825 -4.3959 0.4 0.4 0.1 0.296
C -1.6777 9.7013 0.0708 0.3 0.7 0.1 -0.645
O -1.0689 10.9099 -0.3259 1.6 1.0 0.1 -0.358
C 0.3883 10.9682 -0.2967 -0.7 -1.6 0.0 -0.744
C 1.0733 10.9128 1.0835 -0.2 0.2 0.0 0.786
C 0.6247 11.9765 2.0164 -0.5 1.0 1.2 -1.448
N 2.4979 11.0205 0.8903 1.1 0.0 -0.7 -0.768
H -2.7446 9.9074 -0.0148 0.0 -0.4 -0.1 0.242
H -1.4598 9.4802 1.1156 0.1 -0.3 0.1 0.269
H -1.3573 8.8899 -0.5828 -0.1 -0.3 0.0 0.272
H 0.7767 10.0621 -0.7619 -0.1 -0.4 -0.5 0.311
H 0.7321 11.7554 -0.9676 -0.3 0.5 0.6 0.388
H 0.8685 9.9491 1.5497 -0.5 -0.3 -0.1 0.180
H -0.3950 11.7824 2.3488 -0.2 0.3 -0.2 0.308
H 0.7291 12.9947 1.6414 -0.3 -0.1 -0.5 0.332
H 1.2081 12.0463 2.9345 0.3 -0.6 0.1 0.390
H 3.0286 10.7377 1.7018 -0.2 0.3 0.5 0.226
H 2.8208 10.3536 0.2040 -0.1 0.0 -0.5 0.256
C -2.8140 9.0310 6.9096 -1.6 0.0 1.2 -0.733
O -3.1011 7.7367 6.4283 0.9 -2.3 -0.7 -0.404
C -2.7875 6.6183 7.3252 0.6 1.6 0.9 -0.570
C -1.2815 6.5209 7.6402 0.1 -0.1 -0.1 0.409
C -0.4143 7.0832 6.5881 0.7 0.7 -1.3 -1.381
N -0.8977 5.1430 7.8391 -0.6 -1.3 0.8 -0.810
H -2.4438 9.8094 6.2424 0.4 -0.8 -0.8 0.241
H -2.1834 9.0206 7.7986 -0.1 0.1 0.1 0.343
H -3.8306 9.3518 7.1367 0.1 0.8 0.8 0.287
H -3.2857 6.7694 8.2828 -0.3 0.3 0.1 0.276
H -3.1380 5.6266 7.0390 -0.2 0.4 -1.1 0.432
H -1.0233 7.1229 8.5114 -0.3 -0.5 0.6 0.340
H 0.5082 6.5055 6.6461 0.4 0.7 0.0 0.447
H -0.2803 8.1464 6.7876 0.4 0.1 -0.5 0.318
H -0.7850 6.9252 5.5753 -0.2 0.2 0.0 0.285
H -1.0217 4.6287 6.9788 -0.4 -0.1 -0.3 0.252
H 0.0917 5.0199 8.0006 0.1 0.4 0.4 0.269
C 0.0560 -0.9321 -4.0929 0.6 0.4 -1.4 -0.626
O -0.3931 -1.1152 -2.8129 -1.4 0.1 0.7 -0.243
C 0.6108 -1.0379 -1.8759 0.7 1.0 3.2 -0.693
C 0.0749 -0.4385 -0.4816 -0.4 -0.1 -2.3 -0.810
N -0.1866 1.0493 -0.4792 0.1 -1.1 0.4 0.025
C -0.5200 1.4537 0.8752 1.7 1.3 0.6 -0.952
C -0.8927 2.9556 1.0168 0.6 -0.4 -1.7 -0.605
O 0.1067 3.9071 0.4406 -0.2 -1.5 2.5 -0.306
C 1.4222 3.6841 1.0434 -0.1 0.2 -1.3 -0.817
H 0.7383 -1.7285 -4.3899 0.3 -0.1 -0.1 0.320
H 0.5641 0.0301 -4.1561 0.3 0.1 -0.2 0.191
H -0.7450 -0.8955 -4.8312 -0.3 -0.2 0.4 0.240
H 1.4833 -0.4335 -2.1243 -0.1 0.4 -0.7 0.333
H 1.0466 -2.0115 -1.6516 -0.2 -0.4 0.0 0.405
H 0.7740 -0.7142 0.3079 0.2 0.4 -0.1 0.492
H -0.8247 -1.0283 -0.3053 -0.4 0.1 0.3 0.347
H -0.9932 1.3414 -1.0122 -0.1 -0.7 -0.8 0.212
H 0.4144 1.3368 1.4241 0.0 -0.2 0.4 0.469
H -1.2544 0.8385 1.3952 -0.4 0.0 -0.1 0.401
H -1.1377 3.1345 2.0637 0.3 0.4 0.0 0.371
H -1.7880 3.0882 0.4093 -0.1 0.5 0.1 0.333
H 1.8579 2.8355 0.5159 0.3 0.0 0.0 0.264
H 1.5659 3.5144 2.1104 -1.1 -0.1 0.3 0.338
H 2.0277 4.5742 0.8729 -0.1 0.1 -0.4 0.303
C -2.3932 -10.2691 -2.8728 -1.6 -0.9 0.1 -0.678
O -1.0254 -10.3961 -2.9851 1.3 0.6 -0.4 -0.365
C -0.4321 -9.1956 -3.5062 0.1 0.1 -1.0 -0.577
C -0.7544 -8.9688 -5.0499 0.5 1.9 2.3 -0.764
N -0.2346 -10.0862 -5.7342 0.1 -1.0 0.5 -0.331
C -0.8327 -10.4614 -6.9701 -1.2 -1.3 -0.7 -0.587
C -0.3356 -11.8489 -7.3949 0.2 0.3 -0.7 -0.739
O -0.8817 -12.9564 -6.6682 0.5 0.1 -0.4 -0.341
C -0.1026 -14.1166 -6.9694 0.3 -0.2 1.3 -0.762
H -2.8646 -11.1896 -2.5282 0.6 -0.4 0.2 0.267
H -2.8693 -10.1630 -3.8476 -0.1 0.7 -0.1 0.267
H -2.7061 -9.5410 -2.1246 0.1 0.6 -0.3 0.297
H 0.6501 -9.2787 -3.4062 0.0 -0.4 0.0 0.286
H -0.7019 -8.3402 -2.8868 -0.4 0.2 -0.1 0.425
H -0.2608 -8.0513 -5.3704 0.4 0.2 0.1 0.407
H -1.7975 -8.6605 -5.1199 -0.6 -0.8 -0.4 0.378
H -0.4598 -10.8315 -5.0909 0.4 -0.7 0.0 0.282
H -0.6772 -9.7349 -7.7676 0.4 0.0 0.0 0.415
H -1.9140 -10.5556 -6.8695 -0.5 0.2 0.0 0.350
H 0.7499 -11.7637 -7.3455 0.4 -0.5 0.5 0.354
H -0.5331 -12.0847 -8.4406 -0.3 0.5 -0.3 0.535
H -0.5698 -15.0477 -6.6485 -0.8 0.3 -0.1 0.264
H 0.7706 -14.0838 -6.3178 0.5 0.1 -0.3 0.312
H 0.2061 -14.2609 -8.0048 -0.2 0.5 -0.2 0.305
C -5.6888 1.6870 -2.2045 -0.5 2.0 0.2 -0.866
O -5.6871 1.4069 -0.8109 0.4 -1.7 -0.6 -0.205
C -6.9619 1.0775 -0.2765 0.4 0.6 0.5 -0.672
C -6.8354 0.5887 1.1860 -0.5 0.4 -0.6 -0.398
N -6.8031 1.6826 2.1418 0.5 0.3 0.0 -0.371
C -7.2117 1.3071 3.4929 -0.8 -0.2 -0.4 -0.773
C -8.7631 1.1146 3.5988 0.5 0.9 0.9 -0.469
O -9.2593 2.4748 3.7060 -0.6 -0.5 0.6 -0.320
C -10.6806 2.5994 3.8926 0.3 -0.7 -0.7 -0.752
H -6.0831 2.7013 -2.2661 0.1 0.5 -0.3 0.353
H -6.3515 1.1855 -2.9098 -0.1 -1.1 0.6 0.332
H -4.6884 1.7410 -2.6339 0.1 -0.4 0.5 0.238
H -7.5094 0.3528 -0.8792 0.3 -0.3 -0.2 0.389
H -7.5253 2.0086 -0.3375 -0.6 0.1 0.3 0.330
H -5.9538 -0.0488 1.2523 0.0 0.0 0.2 0.283
H -7.7305 0.0216 1.4418 -0.1 -0.7 -0.5 0.313
H -7.5043 2.3367 1.8245 0.1 0.5 0.0 0.251
H -6.9324 2.1199 4.1633 -0.3 0.1 0.0 0.303
H -6.6383 0.4503 3.8466 -0.2 -0.3 -0.2 0.384
H -9.0462 0.5031 4.4555 0.1 0.3 0.7 0.465
H -9.2520 0.5462 2.8076 0.2 0.4 -0.8 0.335
H -11.1247 2.1411 3.0089 -0.5 0.3 -0.2 0.301
H -10.9970 3.6324 4.0371 0.5 0.1 -0.5 0.251
H -11.1349 2.0921 4.7438 0.6 -0.5 0.4 0.297
C 4.3724 -1.3027 1.8502 1.5 -1.9 -1.5 -0.683
O 4.3196 -2.7119 2.2227 -1.6 1.4 1.4 -0.326
C 4.7985 -3.6773 1.3423 0.3 -1.3 0.0 -0.594
C 4.3250 -5.1200 1.7762 0.3 2.1 0.4 -0.659
N 2.9066 -5.0876 1.8163 -1.9 -1.3 -0.6 -0.331
C 2.2297 -6.1262 2.6165 -0.8 1.3 0.4 -0.568
C 0.7295 -5.8315 2.7555 -0.5 2.3 0.1 -0.632
O 0.6040 -4.5221 3.4889 -0.4 -1.0 0.4 -0.342
C -0.6475 -4.2511 4.1361 -0.1 -1.5 0.6 -0.843
H 3.9046 -1.2025 0.8708 -0.9 0.4 0.2 0.242
H 5.4047 -1.0884 1.5738 0.4 0.2 0.4 0.346
H 4.0792 -0.5885 2.6197 -0.4 -0.7 0.0 0.239
H 5.8812 -3.6422 1.4634 0.3 -0.2 -0.9 0.445
H 4.4049 -3.5899 0.3296 0.3 0.6 -0.3 0.310
H 4.7917 -5.2603 2.7512 0.1 -0.5 0.4 0.378
H 4.6571 -5.8835 1.0727 0.3 0.1 0.0 0.331
H 2.5060 -4.2030 2.0937 0.4 0.2 0.2 0.294
H 2.6421 -6.0146 3.6193 0.0 -0.6 0.5 0.324
H 2.2954 -7.1667 2.2987 0.6 0.1 -0.5 0.354
H 0.1370 -6.6591 3.1456 0.3 0.0 0.9 0.493
H 0.1767 -5.5810 1.8501 0.6 -0.3 -0.7 0.334
H -0.9649 -3.2084 4.1504 0.3 0.0 -0.7 0.251
H -0.6924 -4.5705 5.1773 1.1 0.3 0.6 0.309
H -1.4454 -4.9367 3.8505 -0.3 0.4 -1.3 0.333
N -4.3909 -4.5724 -4.5620 3.1 0.9 -3.9 -0.391
C -5.1664 -5.0152 -3.6383 -4.5 -1.5 0.0 0.684
N -4.9784 -4.4475 -2.4800 0.8 0.8 3.0 -0.410
O -6.1538 -5.7226 -3.8577 0.5 -0.6 -0.1 -0.687
H -4.5516 -4.9341 -5.4912 0.3 0.2 0.2 0.223
H -3.5321 -4.0908 -4.3371 -0.2 -0.2 -0.4 0.164
H -5.6975 -4.6784 -1.8095 0.4 0.6 0.2 0.234
H -4.3939 -3.6242 -2.5072 -0.5 -0.1 1.0 0.186
N 2.2390 3.1878 -3.2839 -2.1 -4.6 0.4 -0.256
C 2.8247 4.3206 -3.4054 2.2 2.9 -1.2 0.635
N 2.3333 5.2894 -2.6346 -0.9 1.4 1.5 -0.373
O 3.7332 4.5302 -4.1853 0.9 0.1 -0.9 -0.684
H 2.5533 2.4360 -3.8806 -0.2 0.1 0.3 0.146
H 1.4923 3.0478 -2.6183 0.1 -0.3 -0.3 0.156
H 1.7581 5.0128 -1.8519 0.1 0.6 0.0 0.189
H 2.7434 6.2094 -2.7097 -0.1 -0.4 0.2 0.184
N 4.6406 9.2566 5.1145 -3.2 0.3 -1.1 -0.403
C 5.8848 8.8314 4.8063 -1.5 -1.7 -2.1 0.655
N 6.5924 9.1182 5.8573 3.8 0.3 2.2 -0.353
O 6.2004 8.2198 3.7813 -0.1 0.9 1.1 -0.643
H 3.8681 8.8389 4.6156 0.2 0.2 0.0 0.216
H 4.4322 9.5748 6.0502 -0.2 -0.2 -0.5 0.170
H 6.1116 9.5532 6.6318 1.0 -0.3 0.0 0.143
H 7.5517 8.8037 5.8867 -0.2 0.4 0.3 0.219
```
Forces are in eV/Å.